Entry A
The following is a quantum chemistry calculation of a cluster of 2 separate species, C4H12O2 in total, from OMol25.

```
18
Properties=species:S:1:pos:R:3
C 0.965 -0.195 -0.253
H 0.725 -1.899 2.316
H -0.263 -0.006 1.732
C 0.278 -2.076 1.281
C 0.295 0.875 -1.084
O 1.015 0.660 -2.365
H 0.467 0.640 -3.109
H -0.795 0.684 -1.067
H 1.307 -1.160 -0.737
C -0.134 -0.685 0.748
H 0.982 -2.738 0.747
H -0.557 -2.759 1.449
H 0.614 1.923 -0.843
H 1.884 0.132 0.270
H -1.257 2.593 -0.171
O -2.126 2.407 -0.001
H -2.338 2.459 0.879
H -1.062 -0.854 0.208
```

Calculated values
- Gap between HOMO and LUMO: 0.3992 Ha
- Highest occupied orbital energy: -10.022 eV
- Charge: 0
- SMILES string: CCCCO.O

What are the natural (NBO) partial charges on each atom? They are as follows, in elementary charge units:
1. C -0.425
2. H 0.201
3. H 0.200
4. C -0.626
5. C -0.093
6. O -0.748
7. H 0.467
8. H 0.200
9. H 0.226
10. C -0.399
11. H 0.208
12. H 0.208
13. H 0.170
14. H 0.210
15. H 0.467
16. O -0.934
17. H 0.470
18. H 0.198

=====

Entry B
The following is a quantum chemistry calculation of a cluster of 3 separate species, C4H12O2 in total, from OMol25.

```
18
Properties=species:S:1:pos:R:3
H -4.351 -1.837 3.768
H 0.402 -1.094 1.420
H -1.887 -0.077 -0.827
C 0.814 -0.346 0.752
H 0.163 2.419 -0.398
C -0.021 0.405 0.064
H 4.183 -1.277 -3.967
C 0.470 1.497 -0.888
H 1.897 -0.342 0.801
H -1.910 1.328 0.224
H 0.042 1.368 -1.882
H -1.838 -0.358 0.903
H -3.915 -0.897 4.847
C -1.525 0.326 0.125
H 5.414 -0.318 -4.153
O 5.141 -1.220 -3.972
O -4.588 -0.991 4.160
H 1.509 1.414 -0.977
```

Calculated values
- Gap between HOMO and LUMO: 0.3716 Ha
- Highest occupied orbital energy: -9.435 eV
- Charge: 0
- SMILES string: C=C(C)C.O.O

What are the natural (NBO) partial charges on each atom? They are as follows, in elementary charge units:
1. H 0.465
2. H 0.184
3. H 0.215
4. C -0.432
5. H 0.214
6. C 0.048
7. H 0.473
8. C -0.641
9. H 0.201
10. H 0.215
11. H 0.210
12. H 0.216
13. H 0.466
14. C -0.641
15. H 0.473
16. O -0.946
17. O -0.931
18. H 0.211

=====

Entry C
The following is a quantum chemistry calculation of a cluster of 2 separate species, C4H12O2 in total, from OMol25.

```
18
Properties=species:S:1:pos:R:3
O -0.718 -1.005 -0.465
H 0.848 1.223 -1.453
O -3.050 1.217 0.250
C 2.039 1.488 0.243
C 0.611 -0.574 -0.021
H 2.856 0.810 -0.054
H 0.680 -0.898 1.035
H -2.870 2.161 0.461
H -1.110 -2.610 0.887
H 1.889 1.402 1.332
H -0.340 -3.090 -0.658
C 0.748 0.960 -0.382
C -1.013 -2.357 -0.183
H 1.399 -1.106 -0.588
H 2.339 2.524 0.010
H -2.162 0.795 0.226
H -2.007 -2.435 -0.654
H -0.138 1.493 0.014
```

Calculated values
- Gap between HOMO and LUMO: 0.4061 Ha
- Highest occupied orbital energy: -10.112 eV
- Charge: 0
- SMILES string: CCCOC.O

What are the natural (NBO) partial charges on each atom? They are as follows, in elementary charge units:
1. O -0.560
2. H 0.214
3. O -0.947
4. C -0.609
5. C -0.066
6. H 0.201
7. H 0.176
8. H 0.463
9. H 0.167
10. H 0.201
11. H 0.167
12. C -0.410
13. C -0.256
14. H 0.168
15. H 0.217
16. H 0.480
17. H 0.202
18. H 0.190

=====

Relative to the most stable one, in hartree, the structures come out at entry A 0.0343; entry B 0.0000; entry C 0.0024.

=====

Entry A
The following is a quantum chemistry calculation of a cluster of 2 separate species, C8H14NS in total, from OMol25.

```
24
Properties=species:S:1:pos:R:3
C -1.959 -0.774 0.767
S -3.470 -0.324 0.069
H -3.366 1.322 -1.668
H 2.256 0.305 0.926
C 1.942 0.570 -1.067
H -2.083 -1.553 1.487
H 0.332 2.606 0.556
H 0.638 -0.868 1.525
H 1.299 2.163 1.798
N 1.483 0.651 0.361
H 1.833 -0.572 -1.230
C -0.955 0.145 0.342
H 1.338 1.028 -1.703
C 0.349 -0.144 0.729
H -0.728 -2.716 -0.068
H -1.002 2.009 -0.958
H 2.217 2.906 0.353
C -2.797 0.982 -0.877
C -0.205 -3.669 -0.075
C -1.443 1.047 -0.652
H -0.612 -4.418 -0.752
H 2.904 0.874 -1.149
C 1.351 2.143 0.724
H 0.678 -3.713 0.562
```

Calculated values
- Gap between HOMO and LUMO (spin up / spin down): 0.2554 / 0.3092 Ha
- Highest occupied orbital energy (spin up / spin down): -11.714 / -11.438 eV
- Charge: +1

What are the natural (NBO) partial charges on each atom? They are as follows, in elementary charge units:
1. C -0.350
2. S 0.514
3. H 0.250
4. H 0.439
5. C -0.377
6. H 0.265
7. H 0.255
8. H 0.233
9. H 0.234
10. N -0.373
11. H 0.231
12. C -0.167
13. H 0.221
14. C -0.026
15. H 0.141
16. H 0.235
17. H 0.264
18. C -0.326
19. C -0.500
20. C -0.287
21. H 0.193
22. H 0.223
23. C -0.464
24. H 0.171

=====

Entry B
The following is a quantum chemistry calculation of the ion C8H14NS with charge +1, from OMol25.

```
24
Properties=species:S:1:pos:R:3
H -0.517 1.740 -0.344
C 2.367 2.398 -0.579
H 2.019 2.206 -1.550
C -1.478 -0.091 -1.191
C -1.970 -0.271 1.175
H 1.991 2.778 0.337
H 2.005 -2.496 1.120
C -0.206 0.723 -0.928
S 2.644 0.578 -0.430
H 3.347 2.922 -0.601
H -2.370 0.133 2.026
C 1.062 0.052 -0.437
H -3.135 0.787 -0.089
H 0.091 1.050 -1.919
H -1.087 -1.104 -1.312
H 1.270 -2.306 2.750
H -1.933 0.324 -2.210
H -3.386 -0.942 -0.356
C -2.643 -0.142 -0.184
H 1.097 -1.006 -0.839
C 1.039 -2.317 1.637
N 0.367 -1.050 1.266
H 0.249 -3.095 1.304
C -0.823 -0.871 1.354
```

Calculated values
- Gap between HOMO and LUMO: 0.2985 Ha
- Highest occupied orbital energy: -12.624 eV
- Charge: +1

What are the natural (NBO) partial charges on each atom? They are as follows, in elementary charge units:
1. H 0.255
2. C -0.740
3. H 0.246
4. C -0.398
5. C -0.289
6. H 0.264
7. H 0.227
8. C -0.510
9. S 0.510
10. H 0.265
11. H 0.252
12. C -0.160
13. H 0.230
14. H 0.276
15. H 0.206
16. H 0.248
17. H 0.244
18. H 0.253
19. C -0.409
20. H 0.240
21. C -0.445
22. N -0.403
23. H 0.223
24. C 0.417

=====

Relative to the most stable one, in hartree, the structures come out at entry A 0.0373; entry B 0.0000.

=====

Entry A
The following is a quantum chemistry calculation of the ion C5H12N2 with charge +2, from OMol25.

```
19
Properties=species:S:1:pos:R:3
C 0.812 -0.470 -0.784
N -0.178 1.249 2.414
C -0.305 -0.478 -1.853
C 0.076 2.257 3.132
H -0.156 0.102 -2.768
H 0.190 -2.083 -3.258
C 0.038 0.939 1.035
H 0.348 -1.171 1.298
H 1.515 0.415 -0.848
N -0.430 -1.901 -2.452
H -1.235 -0.271 -1.348
H 1.440 -1.361 -0.680
H 0.334 3.290 2.966
H -0.153 2.156 4.222
H -1.380 -1.850 -2.943
C 0.297 -0.312 0.635
H -0.033 1.756 0.295
H -0.427 -2.733 -1.838
H -0.752 0.468 2.774
```

Calculated values
- Gap between HOMO and LUMO: 0.3658 Ha
- Highest occupied orbital energy: -18.254 eV
- Charge: +2
- SMILES string: C=[NH+]/C=C/CC[NH3+]

What are the natural (NBO) partial charges on each atom? They are as follows, in elementary charge units:
1. C -0.495
2. N -0.422
3. C -0.201
4. C 0.147
5. H 0.258
6. H 0.460
7. C -0.072
8. H 0.243
9. H 0.278
10. N -0.698
11. H 0.237
12. H 0.261
13. H 0.266
14. H 0.246
15. H 0.461
16. C -0.124
17. H 0.242
18. H 0.457
19. H 0.457

=====

Entry B
The following is a quantum chemistry calculation of a structure of composition C5H12N2, from OMol25.

```
19
Properties=species:S:1:pos:R:3
H 0.947 -2.754 -0.044
C 0.154 -2.042 -0.353
H -1.938 -0.098 -1.875
C -1.258 0.569 -1.405
H 2.567 1.829 0.542
H -0.944 -2.359 0.000
H 2.476 -0.587 0.397
H -1.236 0.131 1.995
N -1.052 0.227 -0.076
H 0.080 -2.107 -1.387
N 1.528 -0.128 0.483
H -2.601 0.918 1.174
H 0.770 1.873 0.677
C 0.529 -0.716 0.055
C -1.610 0.395 1.046
H 1.726 1.354 2.002
H -0.294 0.340 -1.823
H -1.507 1.591 -1.572
C 1.578 1.205 0.914
```

Calculated values
- Gap between HOMO and LUMO: 0.4325 Ha
- Highest occupied orbital energy: -21.103 eV
- Charge: +2

What are the natural (NBO) partial charges on each atom? They are as follows, in elementary charge units:
1. H 0.312
2. C -0.769
3. H 0.277
4. C -0.451
5. H 0.311
6. H 0.326
7. H 0.504
8. H 0.243
9. N -0.247
10. H 0.311
11. N -0.459
12. H 0.272
13. H 0.254
14. C 0.712
15. C 0.113
16. H 0.293
17. H 0.230
18. H 0.285
19. C -0.519

=====

Relative to the most stable one, in hartree, the structures come out at entry A 0.0000; entry B 0.1036.